(1)
C19H29IrN9OS2 | ωB97M-V/def2-TZVPD

Results
- E: -60101.594 eV
- <S²>: 0.77
- Energy above the lowest of the compared OMol25 structures with the same formula, charge and spin: 92.2 kcal/mol
- E_LUMO (alpha / beta): -14.041 / -13.668 eV
- Multiplicity: 2
- Charge: +4
- Max |F|: 2.54 eV Å⁻¹

Last column: Mulliken spin population.
Geometry (Å):
Ir1 0.51 0.03 0.46  0.813
N1 2.51 0.57 2.18  0.091
N2 2.17 1.38 3.27  -0.009
C1 1.02 2.07 3.32  0.001
N3 0.77 2.85 4.34  0.003
S1 -0.15 1.94 2.06  0.077
H1 2.89 -0.31 2.54  -0.003
H2 3.25 1.02 1.63  -0.004
H3 2.86 1.52 4.01  0.002
H4 1.43 2.99 5.10  0.000
H5 -0.10 3.36 4.41  -0.001
S2 3.15 -1.05 -3.27  -0.002
C2 3.97 0.14 -2.35  -0.006
C3 3.28 0.53 -1.22  -0.002
C4 2.05 -0.12 -1.05  -0.018
C5 1.83 -1.01 -2.15  -0.013
C6 0.61 -1.74 -2.31  -0.006
C7 0.40 -2.65 -3.36  -0.003
C8 -0.82 -3.31 -3.44  0.002
C9 -1.79 -3.05 -2.48  -0.004
C10 -1.50 -2.13 -1.47  -0.006
N4 -0.35 -1.50 -1.39  0.013
H6 4.93 0.52 -2.68  0.000
H7 3.67 1.29 -0.56  0.000
H8 1.18 -2.84 -4.07  -0.001
H9 -1.00 -4.03 -4.23  0.000
H10 -2.76 -3.53 -2.52  0.000
H11 -2.23 -1.89 -0.71  0.000
N5 -1.64 3.88 -3.02  0.000
C11 -0.20 3.96 -2.67  -0.002
C12 0.06 3.20 -1.36  0.002
N6 -0.35 1.80 -1.44  -0.009
C13 -1.78 1.75 -1.77  -0.001
C14 -2.08 2.47 -3.10  -0.002
H12 -1.81 4.36 -3.92  0.000
H13 -2.20 4.39 -2.32  0.000
H14 0.10 5.00 -2.55  0.000
H15 0.38 3.53 -3.49  0.000
H16 -0.49 3.67 -0.54  0.000
H17 1.12 3.26 -1.13  -0.002
H18 0.18 1.33 -2.17  -0.001
H19 -2.33 2.22 -0.96  -0.001
H20 -2.10 0.71 -1.85  0.001
H21 -3.15 2.42 -3.31  0.000
H22 -1.55 1.99 -3.93  0.000
C15 -3.36 -2.13 2.77  0.000
N7 -1.92 -2.30 2.85  -0.001
C16 -1.35 -3.16 3.72  0.002
C17 0.00 -3.38 3.71  -0.002
C18 0.78 -2.71 2.73  0.004
N8 0.20 -1.78 1.96  0.032
C19 -1.13 -1.57 2.00  -0.013
O1 -1.61 -0.71 1.24  0.072
N9 2.08 -2.97 2.57  -0.002
H23 -3.86 -2.78 3.48  0.000
H24 -3.69 -2.37 1.76  0.000
H25 -3.63 -1.09 2.97  0.000
H26 -2.00 -3.68 4.41  0.000
H27 0.45 -4.05 4.42  0.000
H28 2.52 -3.71 3.09  0.000
H29 2.55 -2.62 1.75  -0.001

=====

(2)
C5H13NS | ωB97M-V/def2-TZVPD

Results
- SMILES: CN(C)CCCS
- E: -17720.328 eV
- Energy above the lowest of the compared OMol25 structures with the same formula, charge and spin: 21.3 kcal/mol
- E_LUMO: 0.966 eV
- Max |F|: 1.28 eV Å⁻¹

Last column: Löwdin charge in e.
Geometry (Å):
C1 1.47 -1.55 0.06  -0.108
N1 0.77 -0.29 0.04  -0.309
C2 1.58 0.78 0.58  -0.107
C3 0.08 -0.02 -1.21  -0.221
C4 -1.41 0.06 -0.95  -0.272
C5 -1.74 0.84 0.31  -0.559
S1 -1.97 -0.31 1.70  0.699
H1 0.80 -2.40 -0.11  0.084
H2 2.22 -1.63 -0.73  0.080
H3 1.93 -1.70 1.03  0.085
H4 2.63 0.73 0.22  0.083
H5 1.18 1.76 0.29  0.076
H6 1.65 0.68 1.67  0.086
H7 0.42 0.95 -1.55  0.110
H8 0.34 -0.79 -1.94  0.114
H9 -2.00 0.41 -1.81  0.111
H10 -1.74 -0.97 -0.76  0.084
H11 -0.97 1.59 0.46  0.062
H12 -2.72 1.28 0.18  0.056
H13 -2.53 0.59 2.53  -0.156